ORCA calculation (the ωB97M-V functional and the def2-TZVPD basis) on C31H48Cl2F2O6 as an isolated structure at a distorted geometry.

XYZ file:
```
89
Properties=species:S:1:pos:R:3:lowdin_charge:R:1
Cl 2.297 0.067 -1.709 0.90
Cl 4.393 -1.828 -2.339 0.58
F -4.608 2.496 -3.079 0.04
F 6.350 0.713 -0.437 0.02
O 0.937 1.471 0.034 -0.20
O -0.962 -1.375 5.418 0.07
O -2.638 -0.582 0.448 0.06
O -0.860 5.003 0.561 0.04
O -0.097 -3.191 -0.435 -0.15
O -2.387 -1.411 -4.288 0.10
C -0.528 -2.006 -2.890 -0.07
C 2.861 2.079 1.349 -0.09
C 1.070 -3.329 -0.766 -0.35
C 0.043 -0.183 -1.471 -0.23
C -0.627 -2.556 -5.378 -0.02
C 2.198 -2.736 0.115 0.00
C -3.629 2.417 -2.147 -0.26
C 3.271 -0.579 -3.052 -0.74
C -1.618 2.206 -0.233 -0.06
C -1.908 3.423 -0.834 -0.06
C -0.812 -0.166 3.420 -0.07
C -1.333 -1.964 -4.186 -0.47
C -1.650 -2.684 0.185 -0.11
C 4.044 1.308 -0.631 -0.12
C -2.338 1.107 -0.690 -0.11
C -0.658 3.998 1.206 -0.46
C 4.023 1.894 2.086 -0.05
C -3.427 -2.262 2.027 0.02
C -0.005 -0.436 1.163 -0.01
C -1.557 3.558 2.391 0.02
C 0.481 0.349 -0.066 -0.33
C 2.915 1.784 0.022 -0.19
C -2.561 -1.707 0.874 -0.37
C -2.241 0.701 5.469 0.00
C 5.239 1.466 1.506 0.00
C 1.520 -4.196 -1.933 0.01
C 5.179 1.102 0.155 -0.25
C 0.663 3.290 1.055 -0.04
C -1.354 -0.407 4.797 -0.42
C -3.362 1.150 -1.609 0.02
C -2.894 3.543 -1.790 0.00
H -1.011 -2.146 -0.515 0.06
H 2.637 -0.862 -3.893 0.05
H 0.601 2.555 0.253 -0.05
H 0.798 -1.021 1.612 0.10
H -0.802 0.910 3.244 0.08
H 0.197 -0.512 3.194 0.10
H -0.841 -1.055 0.839 0.05
H 4.130 1.169 -1.699 0.06
H -0.800 -1.077 -2.390 -0.01
H -1.370 4.262 3.202 0.09
H -3.899 0.228 -1.777 0.12
H 0.521 -1.984 -3.185 0.08
H -1.151 2.607 2.736 0.04
H -2.621 3.388 2.230 0.10
H -1.374 -0.778 2.714 0.08
H -0.233 -1.703 -5.931 0.09
H -3.135 0.816 4.856 0.07
H 1.667 -5.184 -1.497 0.10
H 0.856 2.733 1.972 0.08
H 0.785 -4.124 -2.734 0.06
H 2.424 -3.816 -2.410 0.05
H 1.945 2.391 1.829 0.04
H 0.193 -3.215 -5.093 0.07
H 2.084 2.157 -0.559 0.10
H 3.940 0.187 -3.445 0.04
H -2.879 -2.561 2.920 0.08
H -3.072 4.506 -2.246 0.11
H -2.661 0.440 6.441 0.08
H -1.003 -0.439 -1.644 0.07
H -3.960 -3.152 1.691 0.09
H -4.121 -1.534 2.447 0.09
H -1.023 -3.270 0.857 0.14
H 2.651 -3.410 0.842 0.10
H -1.339 -3.161 -5.940 0.09
H 2.991 -2.278 -0.478 -0.01
H -1.368 4.308 -0.533 0.03
H -2.049 0.176 -0.223 -0.08
H 4.040 2.231 3.112 0.10
H 0.263 0.563 -2.234 0.11
H -0.781 2.139 0.446 0.07
H -0.147 0.199 2.038 0.02
H 1.778 -1.914 0.695 0.04
H 1.510 3.972 0.975 0.13
H 6.181 1.383 2.028 0.11
H -2.130 -3.497 -0.360 0.15
H -1.773 1.685 5.468 0.08
H 0.711 -0.947 -1.868 -0.02
H -0.791 -2.888 -2.306 0.10
```

Values from the calculation:
E_HOMO	-0.297	Eh
Kohn-Sham gap	7.915	eV
relative energy (zero: lowest compared OMol25 entry of this formula, charge and spin)	637.6	kcal/mol
spin multiplicity	1

***

ORCA calculation (the ωB97M-V functional and the def2-TZVPD basis) on one molecule with the formula C5H12N2S at a distorted geometry.

XYZ file:
```
20
Properties=species:S:1:pos:R:3:lowdin_charge:R:1
S -2.057 -0.794 -0.066 0.84
N -0.620 2.245 0.684 0.15
N -2.977 0.490 0.499 -0.34
C 0.760 -1.012 0.025 -0.47
C 1.910 -0.387 0.676 -0.11
C 0.969 -1.123 -1.448 -0.11
C -0.277 1.254 -0.070 -0.36
C -0.511 -0.110 0.488 -0.59
H -3.623 0.873 -0.102 -0.01
H -3.533 0.368 1.350 0.05
H -0.687 3.152 0.174 0.10
H 2.225 -0.893 1.648 0.11
H 1.883 0.727 0.739 0.10
H -0.479 -0.106 1.625 0.13
H 2.685 -0.681 0.102 0.03
H 0.090 -1.374 -1.997 0.05
H 0.326 1.300 -0.948 0.10
H 0.677 -2.070 0.341 0.14
H 1.397 -0.122 -1.848 0.10
H 1.840 -1.735 -1.872 0.11
```

Values from the calculation:
E_HOMO (spin up / spin down)	-0.205 / -0.312	Eh
Kohn-Sham gap (spin up / spin down)	6.420 / 6.533	eV
relative energy (zero: lowest compared OMol25 entry of this formula, charge and spin)	24.8	kcal/mol
spin multiplicity	3

***

ORCA calculation (the ωB97M-V functional and the def2-TZVPD basis) on one molecule with the formula C13H12Si at a distorted geometry.

XYZ file:
```
26
Properties=species:S:1:pos:R:3:lowdin_charge:R:1
Si 0.260 -1.568 -0.095 0.60
C 1.078 -0.773 1.336 -0.18
C -1.080 1.842 1.096 -0.06
C 0.969 -1.635 -1.721 -0.18
C 0.461 3.589 0.480 -0.09
C -0.683 -4.128 -0.450 -0.14
C -1.383 -0.181 -0.334 -0.12
C 1.677 -0.435 2.316 0.06
C -0.588 -3.185 0.453 -0.24
C 1.635 -1.367 -2.694 0.10
C 0.775 2.820 -0.629 -0.10
C 0.075 1.712 -0.944 -0.08
C -0.456 3.063 1.398 -0.06
C -0.853 1.178 -0.061 -0.37
H 0.173 1.138 -1.843 0.10
H -1.076 -3.247 1.413 0.07
H -1.115 -5.135 -0.252 0.07
H -2.104 -0.389 0.431 0.06
H 2.150 -0.292 3.253 0.02
H 1.102 4.469 0.676 0.11
H -1.685 -0.293 -1.363 0.07
H -0.547 -3.992 -1.555 0.06
H 1.397 3.340 -1.344 0.10
H -0.726 3.626 2.287 0.10
H 2.294 -1.341 -3.449 0.00
H -1.748 1.185 1.593 0.10
```

Values from the calculation:
E_HOMO (spin up / spin down)	-0.202 / -0.307	Eh
Kohn-Sham gap (spin up / spin down)	6.340 / 5.706	eV
spin multiplicity	3

***

ORCA calculation (the ωB97M-V functional and the def2-TZVPD basis) on C26H67N5O8V as an isolated structure at a distorted geometry.

XYZ file:
```
107
Properties=species:S:1:pos:R:3:lowdin_charge:R:1
V -2.487 -0.313 1.398 1.32
O -2.192 -0.830 2.896 -0.20
O -2.892 6.524 -0.792 -0.19
O -2.369 -7.375 -3.429 -0.20
O -0.313 -9.126 6.608 -0.18
O -5.757 0.004 -2.376 -0.22
O 6.351 6.498 -3.862 0.00
O -3.318 0.378 9.461 -0.11
O -1.081 0.172 0.862 -0.18
N 7.555 6.092 -3.436 -0.15
N -3.117 -7.664 4.589 0.02
N -2.042 -5.371 -1.304 0.04
N -3.397 4.732 1.207 0.04
N -7.268 -0.561 -0.018 0.03
C 8.726 7.027 -5.467 -0.05
C 8.878 4.660 -1.942 -0.18
C -7.166 -0.010 -2.377 -0.23
C 9.646 4.102 -3.065 -0.19
C -0.926 -5.921 -1.980 -0.50
C -1.304 -9.009 5.560 -0.16
C -2.696 5.879 1.568 -0.51
C -9.321 -0.668 -1.257 -0.06
C -2.270 -7.812 5.768 -0.45
C 7.054 6.079 -1.143 -0.05
C 0.337 -5.848 -1.195 -0.08
C -3.345 -1.027 9.437 -0.19
C -2.300 7.087 -1.997 -0.07
C -5.108 0.758 -3.396 -0.09
C -7.805 -0.896 -1.330 -0.44
C 6.539 3.904 -2.429 -0.03
C 8.376 5.792 -4.648 -0.45
C 0.604 -8.051 6.702 -0.12
C -3.190 -7.944 6.975 -0.07
C 7.445 5.173 -2.331 -0.48
C 9.741 5.158 -4.164 -0.13
C -2.350 -8.654 -4.122 -0.09
C -2.010 6.443 0.296 -0.20
C 7.711 4.744 -5.635 -0.02
C -1.935 5.550 2.806 -0.07
C -1.178 -7.327 -2.599 -0.18
H -2.873 -5.729 -1.753 0.07
H -3.917 -8.748 6.860 0.08
H 1.245 -6.070 -1.757 0.09
H 8.335 4.367 -6.446 0.08
H -3.663 -7.001 7.248 0.08
H -3.219 -8.692 -4.779 0.09
H -7.497 -0.246 -3.388 0.13
H -5.497 1.773 -3.473 0.09
H -1.947 -9.883 5.458 0.13
H 10.619 3.773 -2.699 0.12
H 10.198 4.587 -4.972 0.11
H 0.229 -7.038 6.844 0.08
H 1.231 -8.029 5.811 0.08
H -0.763 -8.731 4.656 0.12
H 5.523 4.148 -2.738 0.07
H -4.133 4.768 1.898 0.08
H 7.532 7.038 -0.942 0.09
H 7.349 3.928 -5.009 0.06
H -2.322 -9.565 -3.524 0.09
H -9.550 0.379 -1.059 0.08
H 0.259 -6.551 -0.366 0.08
H -1.213 4.741 2.685 0.08
H -7.527 0.995 -2.156 0.12
H -1.360 6.446 3.038 0.08
H -4.019 0.766 -3.356 0.08
H -4.164 0.651 9.822 0.08
H 7.165 5.644 -0.150 0.08
H 7.819 7.550 -5.771 0.08
H 6.822 5.204 -6.066 0.07
H -9.673 -0.808 -2.279 0.08
H -0.289 -7.715 -3.095 0.12
H -1.675 -6.900 5.819 0.12
H -3.723 -1.516 10.334 0.07
H -9.832 -1.374 -0.603 0.09
H -7.579 -1.922 -1.619 0.14
H -2.038 -5.894 -0.440 0.07
H -2.008 8.137 -1.982 0.09
H 9.352 7.643 -4.823 0.08
H -4.078 -1.368 8.706 0.07
H 8.781 4.032 -1.056 0.12
H -1.395 6.571 -2.318 0.08
H -2.341 -1.390 9.218 0.08
H -3.759 -8.440 4.526 0.07
H 5.999 6.294 -1.316 0.07
H -2.951 6.956 -2.861 0.09
H -1.129 5.862 0.023 0.13
H 10.482 5.946 -4.024 0.11
H 6.837 3.057 -3.047 0.07
H -5.248 0.117 -4.267 0.09
H -3.753 -6.905 4.787 0.06
H -0.711 -5.264 -2.822 0.13
H 6.394 3.434 -1.456 0.08
H 1.310 -8.208 7.518 0.09
H 6.406 7.367 -3.459 0.12
H 9.254 6.866 -6.407 0.09
H -3.357 6.686 1.884 0.14
H -1.481 -7.896 -1.720 0.12
H -1.590 7.430 0.488 0.13
H 9.387 5.454 -1.396 0.12
H -2.641 -8.300 7.847 0.07
H -1.479 -8.595 -4.776 0.08
H -7.560 -1.262 0.647 0.07
H -2.534 5.287 3.678 0.08
H -3.791 5.207 0.408 0.06
H 0.580 -4.914 -0.688 0.08
H 9.115 3.234 -3.456 0.11
H -7.771 0.266 0.269 0.07
```

Values from the calculation:
E_HOMO	-0.348	Eh
Kohn-Sham gap	1.797	eV
relative energy (zero: lowest compared OMol25 entry of this formula, charge and spin)	241.4	kcal/mol
spin multiplicity	1
charge	+1

***

ORCA calculation (the ωB97M-V functional and the def2-TZVPD basis) on a 4-piece molecular cluster, C3H15NO3 overall at a distorted geometry.

XYZ file:
```
22
Properties=species:S:1:pos:R:3:lowdin_charge:R:1
O -2.032 1.262 -1.383 -0.04
O 2.866 0.421 0.323 -0.08
O 0.246 0.693 -3.613 -0.05
N 0.075 0.229 1.406 -0.15
C -0.705 -0.833 0.739 -0.29
C 0.406 -0.114 2.797 -0.12
C -0.022 -1.465 -0.494 -0.08
H -0.066 1.497 -3.195 0.01
H 1.905 0.366 0.471 -0.02
H 0.855 0.763 3.229 0.07
H 0.242 -2.505 -0.318 0.07
H -1.741 -0.538 0.549 0.09
H -2.897 1.446 -1.753 0.05
H -0.465 0.060 -3.459 0.03
H 2.996 1.185 -0.249 0.03
H 0.880 -0.896 -0.698 0.05
H -0.466 1.071 1.295 0.10
H -0.396 -0.600 3.346 0.07
H -0.932 -1.656 1.431 0.10
H -1.348 1.805 -1.787 0.02
H 1.277 -0.756 2.725 0.08
H -0.679 -1.433 -1.364 0.05
```

Values from the calculation:
structure (SMILES)	CCNC.O.O.O
E_HOMO	-0.337	Eh
Kohn-Sham gap	9.338	eV
relative energy (zero: lowest compared OMol25 entry of this formula, charge and spin)	34.6	kcal/mol
spin multiplicity	1

***

ORCA calculation (the ωB97M-V functional and the def2-TZVPD basis) on C33H44F8InO26 as an isolated structure at a distorted geometry.

XYZ file:
```
112
Properties=species:S:1:pos:R:3:lowdin_charge:R:1
In 1.739 2.407 -0.629 0.47
F 5.243 1.112 2.392 0.07
F -7.096 -1.547 -0.253 0.06
F 1.231 0.250 -4.333 0.07
F -11.521 -3.380 1.944 0.07
F -3.300 -4.536 -0.284 0.08
F 3.811 -5.182 -1.332 0.09
F 5.399 1.953 -1.603 0.04
F 1.904 9.285 5.068 0.06
O 6.157 -0.743 -3.585 0.06
O 0.662 -4.122 -3.863 0.14
O -3.406 -3.147 -2.061 0.11
O 2.261 7.200 4.280 0.14
O 3.217 -9.562 -0.897 0.17
O 4.086 -1.531 -4.011 0.17
O -9.644 0.076 -0.119 0.17
O -4.738 0.896 -0.864 0.08
O 7.852 4.395 3.857 0.15
O -2.976 -2.347 -4.137 0.18
O -4.382 1.643 1.234 0.18
O -5.977 0.093 0.825 0.13
O -2.611 -4.510 -3.654 0.08
O 1.306 -1.965 -3.899 0.12
O -10.565 -1.872 0.560 0.14
O -9.732 -0.442 2.068 0.08
O 1.290 2.315 3.487 0.16
O 5.631 4.352 3.501 0.07
O 6.825 2.479 3.245 0.12
O -0.206 -2.693 -5.369 0.06
O 3.873 -7.400 -0.911 0.13
O 4.378 0.202 -2.602 0.12
O 3.092 5.557 2.963 0.19
O 4.122 7.557 3.078 0.08
O 2.363 -8.118 -2.399 0.07
O -0.352 3.640 2.888 -0.05
C -9.953 -0.667 0.749 -0.54
C -10.428 -2.595 1.770 -0.31
C -0.115 -1.274 -5.538 -0.05
C 3.792 -6.400 -1.917 -0.31
C 1.221 -0.969 -4.907 -0.32
C 3.154 -8.471 -1.355 -0.55
C 0.758 3.933 0.691 -0.28
C -10.358 -1.497 2.801 -0.05
C 4.728 3.359 2.973 -0.05
C 6.638 0.395 -2.864 -0.06
C -0.121 -0.332 0.211 -0.43
C 3.151 6.654 3.391 -0.50
C 2.462 -6.694 -2.563 -0.05
C 6.863 3.805 3.559 -0.56
C 5.458 2.084 3.308 -0.30
C 3.771 8.800 3.683 -0.06
C 2.865 8.361 4.806 -0.32
C -2.634 -5.262 -2.441 -0.05
C -0.858 1.574 4.025 0.02
C 0.596 -3.027 -4.332 -0.55
C 4.802 -0.762 -3.456 -0.53
C -6.640 -0.265 -0.371 -0.32
C 1.172 -0.314 1.015 -0.29
C 0.027 -1.135 -1.092 -0.08
C -3.607 -4.472 -1.601 -0.32
C 2.324 0.503 0.403 -0.28
C 5.521 0.644 -1.880 -0.33
C -0.498 3.462 1.437 -0.24
C 0.151 2.512 3.452 -0.60
C -2.995 -3.244 -3.365 -0.54
C -1.205 -1.051 1.074 -0.06
C -5.547 -0.155 -1.401 -0.04
C -4.965 0.950 0.475 -0.54
H 2.427 -6.418 -3.613 0.14
H -7.484 0.401 -0.532 0.15
H 1.450 4.340 1.414 0.00
H 4.609 3.507 1.900 0.15
H -0.965 -1.385 -1.457 0.06
H 7.589 0.178 -2.382 0.14
H -1.987 -0.379 1.416 0.06
H -4.955 -1.070 -1.473 0.13
H -9.768 -1.769 3.673 0.14
H -9.538 -3.224 1.717 0.17
H -1.604 -1.922 0.572 0.05
H 0.615 -2.029 -0.909 0.09
H -11.350 -1.178 3.125 0.14
H -1.635 -5.278 -2.002 0.14
H -4.655 -4.749 -1.739 0.17
H 0.481 -0.482 -1.829 0.04
H -5.920 0.104 -2.389 0.14
H 5.245 1.688 4.303 0.17
H 2.078 -1.060 -5.577 0.16
H 1.637 -6.208 -2.043 0.14
H -2.961 -6.283 -2.622 0.14
H 1.500 -1.358 1.071 0.10
H 3.384 8.112 5.734 0.17
H 3.246 9.425 2.958 0.14
H 3.268 3.172 -1.204 -0.11
H -1.332 4.091 1.155 0.10
H -0.164 -1.005 -6.591 0.14
H 2.967 0.793 1.228 0.00
H -1.035 1.845 5.062 0.08
H 3.754 3.425 3.442 0.11
H -0.428 0.582 4.018 0.08
H -1.805 1.605 3.509 0.08
H 5.600 0.080 -0.948 0.18
H -0.776 2.430 1.226 0.09
H 2.924 -0.091 -0.281 0.01
H 6.768 1.234 -3.550 0.14
H 4.650 -6.490 -2.585 0.17
H 0.951 -0.016 2.036 0.08
H 0.774 2.112 -2.128 -0.10
H -0.473 0.653 -0.080 0.08
H 4.657 9.327 4.032 0.14
H 0.458 4.758 0.048 0.01
H -0.936 -0.791 -5.007 0.14
H -0.727 -1.439 1.971 0.06
```

Values from the calculation:
E_HOMO	-0.160	Eh
Kohn-Sham gap	6.056	eV
spin multiplicity	1
charge	-1

***

ORCA calculation (the ωB97M-V functional and the def2-TZVPD basis) on C17H15N7O3PtS2 as an isolated structure.

XYZ file:
```
45
Properties=species:S:1:pos:R:3:lowdin_charge:R:1
Pt -0.944 1.767 0.587 1.10
S -0.698 2.047 2.773 0.79
S 5.572 -4.997 1.280 0.56
O 5.861 -5.151 -0.140 -0.20
O 5.685 -6.134 2.133 -0.22
O 5.670 -3.686 1.835 -0.26
N -1.831 3.521 0.634 -0.21
N -1.990 4.224 1.710 0.06
N -1.303 2.007 -1.401 -0.10
N -0.067 -0.097 0.510 -0.19
N 3.020 -3.961 0.724 0.18
N 3.127 -6.308 0.541 0.18
N -1.601 4.268 3.969 0.21
C 1.815 -6.350 0.312 -0.03
C -3.066 5.294 -0.711 0.00
C -2.009 3.177 -1.685 -0.22
C 1.806 -1.531 0.843 0.05
C -2.358 3.460 -3.025 0.04
C -0.805 -1.169 0.167 -0.11
C 1.222 -0.286 0.845 -0.10
C 1.700 -3.986 0.493 -0.18
C -0.284 -2.443 0.144 0.03
C -1.240 1.460 -3.721 0.00
C 1.050 -2.646 0.488 -0.09
C -1.979 2.606 -4.031 0.00
C -0.925 1.204 -2.402 -0.09
C -2.320 4.018 -0.626 -0.18
C 1.046 -5.187 0.282 0.04
C -1.499 3.649 2.803 -0.68
C 3.587 -5.117 0.747 -0.25
H -2.242 2.823 -5.057 0.13
H 1.380 -7.327 0.144 0.14
H -2.539 6.005 -1.353 0.11
H -2.053 5.173 4.022 0.16
H -1.843 -0.987 -0.083 0.12
H 1.793 0.595 1.105 0.12
H -0.343 0.335 -2.130 0.11
H -1.230 3.866 4.819 0.14
H 2.847 -1.647 1.113 0.14
H -0.015 -5.249 0.093 0.12
H -3.185 5.745 0.269 0.08
H -4.057 5.133 -1.140 0.11
H -0.931 -3.259 -0.145 0.13
H -0.909 0.778 -4.490 0.13
H -2.915 4.360 -3.245 0.13
```

Values from the calculation:
E_HOMO (spin up / spin down)	-0.495 / -0.537	Eh
Kohn-Sham gap (spin up / spin down)	6.914 / 4.180	eV
relative energy (zero: lowest compared OMol25 entry of this formula, charge and spin)	0.7	kcal/mol
spin multiplicity	5
charge	+2

***

ORCA calculation (the ωB97M-V functional and the def2-TZVPD basis) on a 2-piece molecular cluster, C4H14NOS overall at a distorted geometry.

XYZ file:
```
21
Properties=species:S:1:pos:R:3:lowdin_charge:R:1
S 1.485 -1.258 -1.227 0.80
O -2.397 0.905 3.470 -0.02
N -1.302 -0.166 0.877 0.17
C 2.278 -0.345 0.344 -0.31
C -0.770 0.618 -1.540 -0.21
C -0.885 0.977 -0.077 -0.17
C 0.756 0.196 -1.898 -0.58
H -3.104 0.730 4.083 0.06
H 1.352 1.061 -1.730 0.06
H -1.877 1.505 3.968 0.04
H 2.124 0.773 0.363 0.04
H -1.538 -0.183 -1.827 0.14
H -2.189 -0.618 0.684 0.16
H 0.825 0.104 -2.995 0.07
H -1.277 -0.044 1.989 0.19
H -0.620 -0.870 0.623 0.09
H 3.364 -0.668 0.379 0.04
H -0.998 1.515 -2.196 0.14
H -1.661 1.775 -0.003 0.13
H 1.663 -1.023 1.129 0.05
H 0.190 1.314 0.280 0.14
```

Values from the calculation:
E_HOMO	-0.451	Eh
Kohn-Sham gap	9.158	eV
relative energy (zero: lowest compared OMol25 entry of this formula, charge and spin)	45.1	kcal/mol
spin multiplicity	1
charge	+1

***

Calculated E_tot, -75661.6706, -19189.1151, -21543.8760, -77549.1253, -10986.1113, -115082.9089, -59342.9466, -18740.2342 eV (same order as the records).